C22H21Br2F4N4Nd | wB97M-V/def2-TZVPD

Output
⟨S²⟩ = 3.756
Total energy = -195333.558 eV
2S+1 = 4
Highest occupied orbital energy (alpha / beta) = -13.8643 / -13.8920 eV
Frontier orbital gap (alpha / beta) = 7.0 / 7.1 eV
Net charge = +2

CARTESIAN COORDINATES (ANGSTROEM)
Nd1 0.247 0.703 0.360
C1 3.158 -0.434 0.944
C2 2.586 -0.853 2.288
N1 1.105 -0.932 2.230
C3 0.457 -0.616 3.533
C4 0.990 -1.369 4.743
C5 0.724 -2.294 1.765
C6 -0.703 -2.350 1.277
N2 -0.883 -1.253 0.327
C7 -1.889 -1.368 -0.637
C8 -1.746 -0.619 -1.799
F1 -0.571 0.146 -1.890
C9 -2.655 -0.563 -2.828
F2 -2.401 0.227 -3.871
C10 -3.803 -1.326 -2.752
C11 -3.979 -2.099 -1.618
F3 -5.069 -2.836 -1.488
C12 -3.061 -2.118 -0.573
F4 -3.336 -2.843 0.513
H1 4.246 -0.398 0.965
H2 2.875 0.602 0.688
H3 2.873 -1.113 0.134
H4 2.878 -0.140 3.058
H5 3.011 -1.813 2.593
H6 -0.612 -0.806 3.413
H7 0.556 0.461 3.704
H8 1.002 -2.447 4.590
H9 0.344 -1.174 5.598
H10 1.996 -1.053 5.016
H11 0.878 -3.026 2.562
H12 1.393 -2.561 0.945
H13 -1.418 -2.300 2.102
H14 -0.858 -3.322 0.802
H15 -4.541 -1.316 -3.541
Br1 -0.874 6.970 -2.955
C13 -0.685 5.375 -2.029
C14 -1.342 4.230 -2.455
C15 -1.145 3.073 -1.734
N3 -0.362 2.989 -0.644
C16 0.242 4.117 -0.215
C17 0.114 5.315 -0.893
C18 1.049 4.017 1.037
C19 1.565 5.148 1.647
C20 2.307 5.017 2.814
Br2 3.005 6.521 3.646
C21 2.511 3.752 3.347
C22 1.954 2.683 2.681
N4 1.234 2.784 1.553
H16 -1.985 4.232 -3.322
H17 -1.636 2.164 -2.053
H18 0.624 6.206 -0.565
H19 1.394 6.132 1.242
H20 3.079 3.603 4.253
H21 2.096 1.689 3.077

C22H21BrF8N4O5P | wB97M-V/def2-TZVPD

Output
Total energy = -140395.808 eV
SMILES string = N#CO[C@@]1(N=C=O)[C@@H](CCc2ccccc2)[C@](CC(=O)Br)(C(F)(F)F)[N@+](C[C@H]2CO2)(P(N)O)[C@H]1C(F)(F)C(F)(F)F
Highest occupied orbital energy = -10.9548 eV
Frontier orbital gap = 6.8 eV
Net charge = +1

CARTESIAN COORDINATES (ANGSTROEM)
N1 -1.655 0.272 3.055
C1 -1.222 -0.790 2.620
O1 -0.784 -1.922 1.932
C2 -0.006 -1.795 0.764
N2 0.027 -3.269 0.318
C3 -0.938 -3.943 0.897
O2 -1.954 -4.627 1.168
C4 -0.459 -1.100 -0.635
C5 -1.523 0.101 -0.515
C6 -2.998 -0.558 -0.170
C7 -3.814 0.669 0.545
C8 -4.662 0.528 1.852
C9 -5.390 1.771 2.522
C10 -5.279 3.229 1.907
C11 -4.442 3.395 0.556
C12 -3.721 2.131 -0.098
C13 0.933 -0.908 -1.511
C14 0.586 0.133 -2.722
C15 -0.566 -0.305 -3.743
O3 -1.676 -0.839 -3.496
Br1 -0.204 0.046 -5.698
C16 1.290 -2.217 -2.370
F1 1.986 -1.959 -3.622
F2 2.102 -3.229 -1.772
F3 0.140 -3.018 -2.770
N3 1.916 -0.419 -0.427
C17 1.787 0.872 0.247
C18 1.865 2.335 -0.668
C19 2.903 3.516 0.020
O4 3.172 2.670 -1.352
P1 3.718 -0.380 -0.860
N4 4.513 -1.927 -0.769
O5 3.895 0.011 -2.556
C20 1.591 -1.335 0.783
C21 2.357 -1.264 2.181
F4 1.958 -2.547 2.790
F5 3.801 -1.487 2.086
C22 2.152 -0.196 3.303
F6 3.440 0.436 3.579
F7 1.248 0.872 3.206
F8 1.846 -0.850 4.567
H1 -1.184 -1.931 -1.018
H2 -1.335 0.857 0.329
H3 -1.736 0.698 -1.467
H4 -2.916 -1.463 0.536
H5 -3.579 -0.800 -1.134
H6 -4.793 -0.477 2.383
H7 -6.028 1.696 3.484
H8 -5.755 4.167 2.363
H9 -4.314 4.424 0.031
H10 -3.114 2.287 -1.065
H11 1.494 0.455 -3.344
H12 0.155 1.147 -2.337
H13 0.770 1.014 0.754
H14 2.694 1.119 0.936
H15 0.823 2.766 -1.138
H16 3.514 4.301 -0.543
H17 1.945 4.210 -0.020
H18 4.744 -2.317 -1.706
H19 4.095 -2.625 -0.145
H20 4.565 0.756 -2.517
H21 2.023 -2.386 0.475

C22H21BrN6O6Pt | wB97M-V/def2-TZVPD

Output
⟨S²⟩ = 6.105
Total energy = -117647.120 eV
2S+1 = 5
Highest occupied orbital energy (alpha / beta) = -12.7256 / -14.3599 eV
Frontier orbital gap (alpha / beta) = 5.0 / 4.2 eV
Net charge = +2
Energy relative to the best compared isomer or geometry (same formula, charge and spin) = 0.945 eV

CARTESIAN COORDINATES (ANGSTROEM)
Pt1 0.063 0.110 0.242
Br1 -6.665 0.472 -2.077
C1 -5.207 0.831 -0.957
C2 -4.614 2.033 -1.132
C3 -3.379 2.268 -0.547
C4 -2.781 1.247 0.252
C5 -3.510 0.081 0.606
C6 -4.739 -0.123 0.008
N1 -1.469 1.391 0.687
C7 -1.111 2.205 1.679
C8 -0.034 1.908 2.514
C9 0.233 2.568 3.741
C10 1.499 2.560 4.287
C11 2.514 1.898 3.487
C12 2.110 1.104 2.422
N2 0.867 1.012 2.008
H1 -5.006 2.782 -1.862
H2 -2.759 3.096 -0.863
H3 -3.220 -0.685 1.328
H4 -5.331 -0.981 0.250
H5 -1.740 3.049 1.924
H6 -0.587 3.127 4.271
H7 1.717 3.113 5.170
H8 3.531 2.129 3.702
H9 2.845 0.513 1.863
C13 3.542 -0.616 -0.956
C14 2.735 -1.588 -0.179
N3 1.426 -1.440 0.169
C15 1.022 -2.638 0.869
C16 2.073 -3.570 0.802
N4 3.119 -2.820 0.246
C17 2.225 -5.016 1.140
O1 1.332 -5.542 1.988
O2 3.147 -5.605 0.658
C18 -0.283 -2.610 1.567
O3 -0.282 -3.317 2.628
O4 -1.238 -1.981 1.073
H10 4.431 -1.195 -1.147
H11 3.687 0.308 -0.349
H12 2.993 -0.350 -1.883
H13 4.059 -3.158 0.172
H14 0.554 -5.038 2.295
C19 -0.593 -0.332 -3.999
C20 -0.284 0.150 -2.606
N5 -0.641 -0.502 -1.528
O5 -1.198 -1.713 -1.781
C21 0.516 1.329 -2.346
C22 1.336 2.107 -3.403
N6 0.719 1.540 -0.990
O6 1.259 2.604 -0.611
H15 -0.007 -1.246 -4.113
H16 -0.466 0.418 -4.816
H17 -1.604 -0.710 -4.109
H18 -1.408 -1.987 -0.889
H19 2.431 1.955 -3.245
H20 1.129 3.151 -3.329
H21 1.042 1.701 -4.331